a.
The following is a quantum chemistry calculation of the molecule C3H6N4S, from the Open Molecules 2025 dataset.

Its frontier orbital gap is 8.7 eV. The LUMO energy is 0.7 eV. Its structure (SMILES) is Cn1cnn(N)c1=S.

Each line ends with the natural charge from an NBO analysis.
Positions of all 14 atoms, in Å:
S -1.2887 2.1756 -0.0540  -0.154
N -1.2985 -0.6947 -0.1368  -0.119
N -0.3445 -1.6966 -0.0627  -0.200
N -2.6041 -0.8494 -0.1607  -0.638
N 0.7698 0.2835 0.1604  -0.432
C 0.7315 -1.0954 0.1863  0.144
C 2.0745 0.9260 0.0445  -0.414
C -0.4419 0.7763 0.0403  0.185
H 1.8601 1.8426 -0.5354  0.242
H -3.1289 -0.4085 -0.9995  0.380
H -3.2063 -1.0266 0.6567  0.375
H 2.5274 1.2243 1.1068  0.224
H 1.5925 -1.5888 0.2604  0.186
H 2.7571 0.1316 -0.5063  0.222


b.
The following is a quantum chemistry calculation of a cluster of 2 separate species, C3H6N4S in total, from the Open Molecules 2025 dataset.

Its frontier orbital gap is 8.5 eV. The LUMO energy is -0.5 eV. Its structure (SMILES) is Cc1nn[nH]n1.C=S.

Each line ends with the natural charge from an NBO analysis.
Positions of all 14 atoms, in Å:
S 2.8088 -0.8108 0.3688  0.085
N -0.5272 1.7036 1.1043  -0.239
N 0.4354 2.3082 0.6013  -0.025
N -0.1742 0.7224 -0.8372  -0.253
N 0.7207 1.6884 -0.6205  -0.225
C -2.1605 -0.1158 0.4269  -0.653
C -1.0169 0.7921 0.2080  0.256
C 2.1211 -2.0925 -0.3017  -0.481
H -2.6065 -0.0216 1.4808  0.244
H 1.5868 1.7932 -1.1768  0.431
H 1.4803 -2.8024 0.2838  0.198
H -1.8337 -1.0806 0.2027  0.231
H -2.9345 0.1048 -0.3118  0.234
H 2.1003 -2.1888 -1.4285  0.199


b ends up most stable, edging out the next structure by 0.0215 hartree.


a.
The following is a quantum chemistry calculation of a structure of composition C19H23As2CdF6INO8PSSbSe4, from the Open Molecules 2025 dataset.

Its frontier orbital gap (alpha / beta) is 6.1 / 6.2 eV. The LUMO energy (alpha / beta) is 3.4 / 3.4 eV. The net charge is -2. Its multiplicity is 2.

Each line ends with the natural charge from an NBO analysis.
Positions of all 68 atoms, in Å:
I -3.7850 -0.1519 -2.9934  -0.748
Sb -4.6818 2.9926 1.2516  1.027
Cd -2.8565 2.1033 -1.5081  1.474
Se -6.4269 1.8356 2.5696  -0.521
Se -5.0976 3.6176 -1.0756  -0.747
Se -2.5194 1.7919 1.0629  -0.842
Se -4.8470 4.5654 3.1195  -0.571
As -1.4414 -1.1342 -0.5595  1.081
As 2.2870 -1.8648 -1.5773  0.925
S 1.5735 1.8985 0.5318  -0.334
P -1.3698 5.2663 -3.1434  2.607
F -0.2408 4.6897 -4.1603  -0.599
F -0.4829 4.7685 -1.8863  -0.593
F -2.4984 5.7962 -2.1476  -0.578
F -2.0967 3.7613 -3.1697  -0.625
F -0.6314 6.7029 -3.1354  -0.593
F -2.2705 5.6894 -4.4124  -0.588
O -0.9982 -1.5138 2.6220  -0.597
O -0.5838 1.0676 -2.3773  -0.620
O 0.1847 -3.4623 -3.5581  -0.504
O -0.0104 -3.4936 2.2124  -0.519
O 2.2411 -1.6057 2.4798  -0.638
O -0.4954 -4.1247 -1.5257  -0.606
O 1.6409 1.1738 -2.5905  -0.507
O 3.4828 -2.7290 0.9978  -0.512
N 0.6739 1.0871 2.8820  -0.516
C -0.6024 2.3034 4.4409  -0.289
C 4.4819 -2.8394 2.0098  -0.257
C 3.6470 -0.4910 -1.2734  -0.957
C -2.7234 -2.5910 -0.2664  -0.968
C 0.2320 3.3518 2.4357  -0.254
C -0.2180 -3.2339 -2.2898  0.739
C 0.5003 0.5434 -2.3451  0.775
C 1.4236 -1.8858 0.2415  -0.409
C -0.3429 -1.7660 -2.0489  -0.343
C -0.4568 3.4355 3.6064  -0.129
C 0.8187 2.1251 2.0142  0.096
C 0.7107 -0.9415 -2.2339  -0.386
C -0.3515 -2.2248 1.8974  0.764
C -0.0302 1.1422 4.0369  0.065
C 2.3768 -2.0510 1.3597  0.780
C 0.1158 -1.8669 0.5289  -0.324
C -0.4058 -3.9282 3.5129  -0.259
C 0.3493 -4.8395 -3.8800  -0.256
C 1.4968 2.5812 -2.8927  -0.277
H 5.2915 -3.4108 1.5643  0.187
H 1.0637 -5.3073 -3.2021  0.189
H 1.0876 3.1089 -2.0363  0.241
H -1.1863 2.3391 5.3476  0.223
H -2.9240 -3.0824 -1.2141  0.241
H 4.4962 -0.9850 -0.8008  0.214
H 0.2919 -4.7126 3.7962  0.183
H -2.3531 -3.3227 0.4487  0.219
H 0.7205 -4.8615 -4.9009  0.187
H 3.9538 -0.0918 -2.2378  0.235
H 2.4998 2.9289 -3.1233  0.179
H 0.2978 4.1859 1.7529  0.246
H -1.4204 -4.3263 3.4781  0.186
H -0.3721 -3.1057 4.2236  0.203
H 4.8297 -1.8515 2.3104  0.195
H -0.6011 -5.3680 -3.8084  0.189
H 0.8309 2.7121 -3.7403  0.219
H -0.1104 0.2093 4.5745  0.217
H -0.9461 4.3635 3.8737  0.228
H -3.6367 -2.1210 0.0930  0.246
H 1.0599 0.1917 2.5966  0.450
H 3.2683 0.3100 -0.6433  0.265
H 4.0868 -3.3542 2.8845  0.190


b.
The following is a quantum chemistry calculation of a structure of composition C19H23As2CdF6INO8PSSbSe4, from the Open Molecules 2025 dataset.

Its frontier orbital gap (alpha / beta) is 5.5 / 5.4 eV. The LUMO energy (alpha / beta) is 3.3 / 3.3 eV. The net charge is -2. Its multiplicity is 2.

Each line ends with the natural charge from an NBO analysis.
Positions of all 68 atoms, in Å:
I 1.9683 -1.0955 -4.1259  -0.699
Sb 6.1310 0.9415 -1.7367  1.041
Cd 3.0743 -1.3399 -1.4797  1.493
Se 3.8617 0.8991 -0.6880  -0.900
Se 6.0672 3.0784 -3.0825  -0.358
Se 7.7660 1.6459 -0.1090  -0.749
Se 6.3721 -0.9134 -3.2213  -0.736
As -0.0035 0.4357 -1.9510  1.073
As -3.1791 -1.2896 -0.2993  0.927
S 0.9365 -0.5244 1.3694  -0.292
P 4.3422 -4.0373 0.0568  2.598
F 5.0629 -5.2186 -0.7578  -0.580
F 5.3884 -2.9501 -0.5056  -0.572
F 3.2265 -5.0851 0.6006  -0.597
F 5.2391 -4.2964 1.3584  -0.583
F 3.3571 -3.7468 -1.2686  -0.616
F 3.5382 -2.8300 0.8354  -0.599
O -4.1246 0.7515 1.5929  -0.512
O 0.0550 2.9273 -0.0725  -0.577
O -0.6513 -3.2993 0.2417  -0.508
O 0.7451 -2.3390 -1.2143  -0.636
O -2.1706 1.6671 2.2193  -0.651
O -3.2310 -1.4905 -3.6015  -0.504
O -3.0369 0.7188 -3.1797  -0.603
O -2.1727 3.3090 -0.2136  -0.526
N 0.5845 1.6709 2.7552  -0.528
C -2.3186 0.4604 0.1440  -0.435
C -2.6553 -0.4165 -3.0248  0.734
C -1.4536 -0.8594 -2.2683  -0.324
C -4.6760 1.2095 2.8228  -0.259
C -4.4146 -1.2201 -4.3422  -0.258
C -0.3587 -2.4432 -0.7302  0.780
C -1.5713 -1.7665 -1.2748  -0.410
C 2.1979 2.9801 3.8536  -0.308
C -2.8207 1.0441 1.4012  0.797
C -1.4148 1.1271 -0.5879  -0.284
C 1.4727 0.7315 2.3210  0.093
C 2.8331 0.9631 2.6887  -0.231
C -1.0680 2.5236 -0.2392  0.742
C -3.0157 -2.1521 1.4570  -0.953
C 3.1773 2.0481 3.4262  -0.150
C 0.4701 -4.0995 0.6724  -0.273
C -0.2860 1.7941 -3.3403  -0.974
C -1.9646 4.6741 0.1319  -0.263
C 0.9097 2.7569 3.4880  0.049
H 4.2183 2.2118 3.6651  0.224
H -5.7410 1.0044 2.7611  0.189
H -0.3856 1.5432 2.4400  0.458
H -4.1576 -0.8303 -5.3293  0.185
H -2.1182 -1.8319 1.9805  0.248
H -2.0020 5.2810 -0.7740  0.184
H -1.0000 4.8084 0.6204  0.214
H -2.7773 4.9562 0.7997  0.179
H -2.9681 -3.2271 1.3036  0.240
H -5.0393 -0.4939 -3.8227  0.197
H 2.4561 3.8529 4.4325  0.213
H -0.9238 2.5957 -2.9780  0.219
H -4.4955 2.2765 2.9527  0.194
H -3.9130 -1.8971 2.0237  0.213
H -4.2312 0.6699 3.6611  0.190
H 0.9262 -4.5901 -0.1868  0.217
H 0.0863 3.4103 3.7361  0.203
H 3.5667 0.2623 2.3220  0.265
H 0.0502 -4.8218 1.3666  0.180
H -4.9278 -2.1744 -4.4388  0.187
H 0.7126 2.1643 -3.5879  0.250
H -0.7378 1.3489 -4.2249  0.236
H 1.2126 -3.4641 1.1557  0.236


a ends up most stable, edging out the next structure by 0.0387 hartree.


a.
The following is a quantum chemistry calculation of a cluster of 2 separate species, C5H6N2OS in total, from the Open Molecules 2025 dataset.

Its frontier orbital gap is 6.6 eV. The LUMO energy is -0.3 eV.

Each line ends with the natural charge from an NBO analysis.
Positions of all 15 atoms, in Å:
S -1.2422 1.3297 -0.6314  0.304
O 1.9630 -2.6511 1.5116  -0.375
N 1.2432 0.9268 0.1036  -0.619
N -0.0035 -0.9911 0.2304  -0.618
C -0.1617 2.6242 -0.7483  -0.563
C 1.9096 -1.5739 1.1091  0.696
C 0.1022 0.2816 -0.0490  0.276
C -1.2006 -1.7320 -0.0601  -0.429
C 1.1053 2.2084 -0.2855  -0.006
H 2.0263 2.7738 -0.2693  0.203
H -1.2607 -1.6745 -1.1288  0.190
H 2.0961 -0.5572 0.8087  0.289
H -2.1843 -1.3309 0.2373  0.192
H -1.0737 -2.7837 0.2705  0.207
H -0.4704 3.6737 -1.0999  0.253


b.
The following is a quantum chemistry calculation of a cluster of 2 separate species, C5H6N2OS in total, from the Open Molecules 2025 dataset.

Its frontier orbital gap (alpha / beta) is 7.5 / 7.6 eV. The LUMO energy (alpha / beta) is -1.1 / -1.0 eV.

Each line ends with the natural charge from an NBO analysis.
Positions of all 15 atoms, in Å:
S 2.6550 1.2401 -0.1233  -0.034
O 0.1717 1.6091 0.7005  -0.492
N 2.5046 -1.5552 -0.3425  -0.483
N -0.1287 -3.7399 0.6145  -0.244
C -1.6234 1.0552 -0.7591  -0.636
C 0.5686 -2.8653 0.3215  0.184
C 1.3627 -1.6989 0.0345  0.209
C 1.0753 0.8593 0.2486  0.133
C -1.1837 1.0000 0.7088  -0.073
H -1.7655 2.0629 -1.0846  0.218
H -2.5826 0.4343 -1.0331  0.225
H -1.2153 -0.0121 1.0894  0.207
H -0.9415 0.6008 -1.3842  0.221
H -1.8893 1.5973 1.3204  0.208
H 2.9922 -0.5876 -0.3114  0.357


a ends up most stable, edging out the next structure by 0.0755 hartree.


a.
The following is a quantum chemistry calculation of a structure of composition C3H12N2O, from the Open Molecules 2025 dataset.

Its frontier orbital gap (alpha / beta) is 6.9 / 8.3 eV. The LUMO energy (alpha / beta) is 0.0 / 0.8 eV.

Each line ends with the natural charge from an NBO analysis.
Positions of all 18 atoms, in Å:
O 1.1691 1.9014 0.1116  -0.786
N -0.9331 0.5931 1.1924  -0.537
N -0.8762 -0.6969 1.1311  -0.164
C 0.5095 1.2409 -0.9896  -0.255
C 0.4495 -1.1724 1.4934  -0.478
C -0.7257 -1.1979 -1.2658  -0.775
H 1.2382 -0.6528 0.9339  0.199
H -1.8244 1.0091 0.9660  0.379
H -0.1125 1.2035 1.2348  0.404
H 1.2399 0.9158 -1.7362  0.158
H -0.2473 1.8819 -1.4531  0.155
H -1.8093 -1.1035 -1.2626  0.203
H -0.3439 -1.0905 -2.2871  0.186
H 1.7069 2.6410 -0.1994  0.479
H -0.4341 -2.1714 -0.8814  0.200
H -0.1276 -0.0608 -0.8487  0.222
H 0.6202 -1.0005 2.5634  0.202
H 0.5006 -2.2401 1.2972  0.210


b.
The following is a quantum chemistry calculation of a cluster of 2 separate species, C3H12N2O in total, from the Open Molecules 2025 dataset.

Its frontier orbital gap is 9.2 eV. The LUMO energy is 0.9 eV. Its structure (SMILES) is NCCCN.O.

Each line ends with the natural charge from an NBO analysis.
Positions of all 18 atoms, in Å:
O 1.5813 3.6287 4.7890  -0.933
N -0.2894 1.3834 -1.7730  -0.873
N -1.4822 -2.2760 -0.2504  -0.882
C -0.3917 -0.0595 -1.7008  -0.214
C 0.3637 -0.7882 -0.5925  -0.431
C -0.0052 -2.2317 -0.3385  -0.211
H -0.4327 1.7465 -2.6925  0.371
H -1.9602 -3.1255 -0.0103  0.369
H 0.3581 1.8927 -1.2024  0.371
H 2.0961 4.2893 5.2827  0.467
H -0.0847 -0.4221 -2.7215  0.153
H 0.1919 -2.8648 -1.2162  0.191
H -1.3839 -0.5001 -1.7916  0.195
H -1.9707 -1.4865 0.1490  0.365
H 1.4083 -0.5542 -0.8435  0.213
H 1.2322 4.1213 4.0521  0.466
H 0.3097 -0.1090 0.2902  0.200
H 0.4593 -2.6441 0.5701  0.183


b ends up most stable, edging out the next structure by 0.1728 hartree.